# 1
The following is a DFT calculation (wB97M-V/def2-TZVPD) of a molecular structure, C36H41BrInN5O2SSi at a distorted geometry.

```
88
Properties=species:S:1:pos:R:3
In -1.01033 1.42720 0.61357
C 2.82427 4.92700 4.17397
C 2.77387 3.62930 3.37667
N 1.55317 2.89720 3.62447
C 0.50197 2.93800 2.80417
S -0.85743 1.93890 3.17607
N 0.50257 3.82540 1.83147
N -0.34843 3.65020 0.85777
C -0.69923 4.61730 0.07077
C -0.13663 5.99380 0.26577
C -1.67983 4.28640 -0.94393
C -2.40233 5.25850 -1.65383
C -3.36273 4.86130 -2.56103
C -3.58343 3.50430 -2.75953
C -2.84853 2.60610 -2.00683
N -1.93283 2.98150 -1.13473
H 3.67787 5.52510 3.86627
H 2.89657 4.73310 5.24097
H 1.91477 5.48880 3.98687
H 3.62057 2.98860 3.63247
H 2.79787 3.85240 2.30937
H 1.48667 2.31960 4.44797
H -0.14943 6.24190 1.32577
H -0.66953 6.75880 -0.28613
H 0.90407 5.99280 -0.05923
H -2.24003 6.30860 -1.47053
H -3.93573 5.59730 -3.10683
H -4.30913 3.14180 -3.46663
H -2.99753 1.53900 -2.11163
C -2.34623 -0.32550 0.17857
Si -1.67093 -1.86790 -0.71933
C -0.07743 -2.71210 -0.05373
N 1.19517 -2.07710 -0.31033
C 1.39877 -1.74710 -1.71093
C 2.87837 -1.57580 -2.02813
C 3.60827 -2.91590 -1.87863
C 2.94737 -3.75360 -0.77713
C 2.32047 -2.81410 0.25247
C -1.69023 -1.71720 -2.62083
C -1.56813 -0.49430 -3.27033
C -1.72113 -0.38610 -4.64183
C -1.98773 -1.51330 -5.40033
C -2.04643 -2.75070 -4.78183
C -1.89503 -2.84870 -3.41023
C -3.07933 -3.08950 -0.27543
C -4.06363 -3.43710 -1.19463
C -5.11133 -4.27200 -0.85163
C -5.22203 -4.74530 0.44367
C -4.26953 -4.38850 1.38337
C -3.20673 -3.58100 1.02117
H -2.61953 -0.61610 1.19347
H -3.24943 0.04410 -0.30473
H -0.09193 -3.75710 -0.42863
H -0.18773 -2.76410 1.03227
H 0.86427 -0.81120 -1.91413
H 0.97867 -2.52400 -2.37603
H 3.29057 -0.83310 -1.34693
H 2.99207 -1.19050 -3.04283
H 4.66077 -2.74090 -1.64463
H 3.57117 -3.46320 -2.82223
H 3.67157 -4.42170 -0.30923
H 2.15427 -4.37700 -1.20213
H 3.07337 -2.09660 0.59617
H 1.97937 -3.37350 1.12477
H -1.33083 0.38950 -2.69033
H -1.64113 0.58010 -5.11963
H -2.13363 -1.43030 -6.46773
H -2.22503 -3.64160 -5.36733
H -1.94723 -3.82140 -2.94183
H -4.01053 -3.04570 -2.19953
H -5.84673 -4.54220 -1.59633
H -6.05223 -5.37660 0.72257
H -4.35913 -4.73310 2.40347
H -2.46543 -3.31760 1.76277
Br 6.66197 -0.62890 2.98827
C 4.75667 -0.60020 3.10667
C 4.14617 -1.28830 4.14157
C 2.76257 -1.30210 4.21037
C 2.01447 -0.63350 3.25467
C 2.64387 0.07080 2.23517
C 4.02837 0.09670 2.16207
C 1.82657 0.81350 1.20927
O 2.24237 1.84580 0.70247
O 0.69217 0.28990 0.97527
H 4.75037 -1.79130 4.88087
H 2.26947 -1.83690 5.01157
H 0.93527 -0.63920 3.29197
H 4.51077 0.64980 1.37077
```

The HOMO energy is -0.2759 Eh. The calculation puts the HOMO-LUMO gap at 6.89 eV. For the max |F|, the calculation gives 1.7 eV/Å. The energy is -5272.5637 Ha.

---

# 2
The following is a DFT calculation (wB97M-V/def2-TZVPD) of a molecular structure, C36H41EuN9OP2SSe2 at a distorted geometry.

```
93
Properties=species:S:1:pos:R:3
Eu 11.76725 9.33945 12.33128
C 9.66243 6.41681 13.04724
C 9.47119 7.52890 14.07147
N 10.74888 8.12245 14.58262
C 11.75452 7.22391 15.18551
C 13.16940 7.16076 14.50838
N 13.09940 7.17225 13.07246
C 12.64353 5.90584 12.51465
C 11.52242 6.02785 11.48356
N 10.53874 6.99753 11.94279
H 10.15897 5.56414 13.54094
H 8.66147 6.18167 12.60527
H 8.83187 8.33432 13.65685
H 8.88313 7.18548 14.97167
H 10.55604 8.90897 15.23694
H 12.01257 7.57542 16.22958
H 11.35803 6.22399 15.41116
H 13.58571 8.10190 14.86879
H 13.70238 6.26591 14.87420
H 14.01763 7.39634 12.66576
H 13.42946 5.34341 12.02904
H 12.27511 5.16391 13.23127
H 11.88468 6.41377 10.50280
H 11.08894 5.07951 11.23564
H 9.90522 7.23548 11.17722
Se 18.12535 12.09020 14.10630
P 18.06273 11.07592 12.25948
C 18.76357 12.02575 10.89259
C 17.93417 12.76070 9.96420
C 18.53125 13.71717 9.17314
C 19.90937 13.90610 9.10815
C 20.75208 13.00476 9.81192
C 20.19574 12.10608 10.71839
C 18.79336 9.42002 12.07346
C 19.27582 8.80173 13.21674
C 19.93377 7.60469 13.13776
C 20.17064 7.03330 11.94212
C 19.80597 7.70578 10.72544
C 19.08123 8.86736 10.79520
C 16.27410 10.62722 12.07416
C 14.98788 11.20369 12.21443
N 14.08501 10.19018 12.28901
N 14.76270 9.04515 12.14924
N 16.07831 9.26514 12.03960
P 14.34695 12.89658 12.20387
Se 12.39725 12.81126 13.15606
C 15.29158 14.07722 13.20944
C 16.40305 14.72494 12.65742
C 17.19774 15.51147 13.50465
C 16.83898 15.62995 14.84352
C 15.74823 14.98290 15.38895
C 14.95044 14.20296 14.56520
C 14.26209 13.47068 10.50423
C 14.63324 14.72674 9.98549
C 14.63476 14.96194 8.60685
C 14.32941 13.89314 7.73145
C 13.88902 12.71201 8.22113
C 13.74037 12.53161 9.61449
H 16.84261 12.70551 10.03362
H 17.89177 14.37177 8.55009
H 20.39457 14.70878 8.47562
H 21.81711 13.05505 9.71865
H 20.74410 11.48675 11.40605
H 18.99478 9.29093 14.17744
H 20.24043 7.17688 14.11434
H 20.54695 6.05594 11.85085
H 20.11567 7.25794 9.83799
H 18.72614 9.37785 9.84543
H 16.62359 14.67185 11.59398
H 18.00955 16.13987 13.14415
H 17.37329 16.35930 15.47166
H 15.51682 15.10653 16.42337
H 14.09442 13.60218 14.94009
H 14.77148 15.55032 10.65807
H 14.92650 15.95236 8.23248
H 14.40307 14.08820 6.61738
H 13.58820 11.84439 7.62922
H 13.26497 11.63625 10.03310
N 11.24042 9.95630 5.50879
C 11.59020 9.54053 6.56417
N 12.14285 9.20389 7.65578
C 11.78740 9.16786 8.85249
N 11.74843 9.14376 10.04815
C 9.32543 12.06721 10.22765
S 8.60448 11.14818 11.62129
C 7.89258 12.57479 12.50688
O 9.87971 10.67415 12.37304
H 10.07022 12.81794 10.65330
H 8.52967 12.60230 9.65847
H 9.78726 11.36761 9.53438
H 7.49612 13.17456 11.67765
H 8.63656 13.14342 13.09737
H 7.03982 12.17594 13.07302
```

The HOMO energy (alpha / beta) is -0.2271 / -0.3485 Eh. The calculation puts the HOMO-LUMO gap (alpha / beta) at 2.53 / 4.60 eV. As for the charge: +1. The spin multiplicity is 7. For the max |F|, the calculation gives 6.2 eV/Å. The energy is -8558.1422 Ha. As for the expectation value of S²: 12.03.

---

# 3
The following is a DFT calculation (wB97M-V/def2-TZVPD) of a molecular structure, C36H41IrNO7P.

```
87
Properties=species:S:1:pos:R:3
Ir -0.42547 -0.30150 0.68686
O -2.01446 2.59271 4.51717
C -1.86051 1.63919 3.59195
O -1.59149 0.49448 3.83083
C -1.99741 2.21652 2.19587
O -2.07476 1.19374 1.22814
C -3.37798 0.57809 1.16737
C -3.29708 -0.88753 0.75337
O -4.32669 -1.44078 0.41911
O -2.13912 -1.45151 0.84077
H -1.89139 2.18739 5.38973
H -2.87943 2.85845 2.14480
H -1.11934 2.82847 1.98455
H -3.84151 0.60068 2.15597
H -3.99765 1.13181 0.46125
C 2.46121 -3.29980 1.19802
C 1.03894 -2.76687 1.39778
C 0.02638 -3.90657 1.10614
C 0.84525 -2.25762 2.82545
C 0.69643 -1.74402 0.37079
H 2.61931 -4.15851 1.85277
H 3.20631 -2.54242 1.44241
H 2.62340 -3.62276 0.16779
H 0.17323 -4.67667 1.86501
H 0.21202 -4.35408 0.12973
H -1.00287 -3.55106 1.15507
H 1.01996 -3.06712 3.53638
H -0.16598 -1.87652 2.99060
H 1.56190 -1.46229 3.04545
H 1.08021 -1.98005 -0.62761
C 1.50395 1.94282 -1.08105
P 1.40847 1.05069 0.49641
C 1.48910 2.30955 1.79592
C 1.73693 3.65316 1.52708
C 1.76726 4.57710 2.56354
C 1.57028 4.16221 3.87215
C 1.33900 2.82050 4.14915
C 1.28842 1.89926 3.11583
C 3.02754 0.21752 0.54778
C 3.84516 0.25301 1.67251
C 5.07051 -0.40141 1.66658
C 5.49021 -1.08781 0.53763
C 4.68016 -1.12453 -0.58987
C 3.45488 -0.47802 -0.58628
H 2.49347 2.37830 -1.21624
H 0.74498 2.71958 -1.13069
H 1.29268 1.23102 -1.87941
H 1.90645 3.99013 0.51304
H 1.95065 5.62102 2.34702
H 1.59796 4.88361 4.67789
H 1.19174 2.49402 5.17047
H 1.07486 0.85753 3.33062
H 3.54120 0.80389 2.55348
H 5.69988 -0.36528 2.54588
H 6.44819 -1.59037 0.53375
H 5.00611 -1.65340 -1.47609
H 2.83694 -0.51424 -1.47703
C -0.91550 0.63248 -5.05367
O -1.55451 -0.37430 -4.28206
C -0.78985 -1.32831 -3.72239
C 0.55620 -1.53286 -4.00628
C 1.22878 -2.61960 -3.46108
C 0.57396 -3.51081 -2.62664
C -0.75826 -3.28721 -2.30963
C -1.42987 -2.19534 -2.82796
N -2.81172 -2.06875 -2.52270
C -3.62029 -1.04351 -2.37518
C -3.39620 0.34090 -2.24723
C -4.53052 1.16485 -2.47103
C -4.46887 2.51969 -2.32462
C -3.25485 3.09221 -1.89203
C -2.15828 2.32395 -1.61057
C -2.17111 0.90782 -1.76519
O -1.17322 0.16697 -1.44891
H -1.69680 1.33200 -5.33559
H -0.45956 0.21286 -5.95220
H -0.15904 1.15022 -4.45870
H 1.07283 -0.86990 -4.68492
H 2.26745 -2.78141 -3.71975
H 1.09094 -4.37318 -2.22755
H -1.28733 -3.95510 -1.63993
H -3.27272 -2.96350 -2.42627
H -4.65922 -1.34975 -2.32372
H -5.45677 0.69439 -2.77969
H -5.33073 3.14076 -2.52083
H -3.19573 4.16593 -1.75700
H -1.25762 2.78482 -1.23030
```

The HOMO energy (alpha / beta) is -0.3729 / -0.3869 Eh. The calculation puts the HOMO-LUMO gap (alpha / beta) at 7.21 / 7.49 eV. As for the charge: +1. The spin multiplicity is 2. For the max |F|, the calculation gives 0.3 eV/Å. The energy is -2423.3300 Ha. As for the expectation value of S²: 0.76.

---

# 4
The following is a DFT calculation (wB97M-V/def2-TZVPD) of a molecular structure, C36H42CaN8OS3.

```
91
Properties=species:S:1:pos:R:3
Ca -0.04681 -0.61425 0.23600
C 2.28492 0.13269 5.85550
C 2.30898 1.29347 4.87249
N 1.04160 1.54722 4.20576
C 0.49342 0.85615 3.16593
S 1.04994 -0.73473 2.80622
N -0.49527 1.55040 2.60960
N -1.25356 0.88908 1.68318
C -2.43315 1.36655 1.50427
C -2.98332 2.54984 2.24317
C -3.33088 0.66095 0.55580
C -4.57714 1.20245 0.23615
C -5.44209 0.49195 -0.57666
C -5.05804 -0.75741 -1.02853
C -3.79310 -1.20995 -0.68172
N -2.93546 -0.52001 0.06016
H 3.26020 0.04469 6.33610
H 2.06008 -0.80429 5.35194
H 1.53438 0.30232 6.62875
H 3.11083 1.16537 4.14225
H 2.52771 2.21012 5.42405
H 0.69935 2.49683 4.23067
H -2.25251 2.90722 2.95961
H -3.90458 2.28249 2.76483
H -3.22238 3.36002 1.55038
H -4.86607 2.17148 0.61410
H -6.40522 0.90573 -0.84417
H -5.70703 -1.36267 -1.64478
H -3.44784 -2.17067 -1.03985
C -2.11406 -1.57078 4.41314
C -2.02731 -2.70660 3.45112
N -1.69402 -2.62370 2.19942
C -1.72236 -3.85707 1.59990
C -2.06400 -4.89512 2.40978
S -2.38547 -4.31398 3.97655
C -1.50363 -3.95195 0.15185
C -1.80580 -5.03972 -0.60398
S -1.60822 -4.68476 -2.25871
C -1.12307 -3.09087 -1.85190
N -1.07564 -2.85079 -0.57182
C -0.91650 -2.06998 -2.90882
H -2.47282 -0.68038 3.90087
H -1.12446 -1.34395 4.81020
H -2.78391 -1.81132 5.23718
H -2.15220 -5.93907 2.16595
H -2.15817 -6.00085 -0.27547
H -0.46621 -2.50424 -3.79950
H -0.25722 -1.27952 -2.55414
H -1.88151 -1.64442 -3.19455
N -4.69025 2.33189 -4.29585
C -3.70849 2.41185 -3.70595
C -2.48185 2.49057 -2.95770
C -1.72380 3.65525 -2.91615
C -0.56843 3.65420 -2.15868
C -0.22489 2.50119 -1.46875
N -0.95505 1.38617 -1.49493
C -2.05509 1.38050 -2.23660
H -2.03670 4.53134 -3.46757
H 0.06249 4.52898 -2.10032
H 0.68107 2.46157 -0.87392
H -2.63965 0.47054 -2.25842
C 1.19314 0.08263 -4.48398
C 2.37619 -0.79117 -4.05723
C 2.01938 -2.21765 -3.63092
C 3.21092 -0.07818 -3.01669
C 4.44147 0.42738 -3.41475
C 5.25807 1.14596 -2.55712
C 4.82013 1.33714 -1.25957
C 3.60610 0.83119 -0.81189
C 3.26351 0.99323 0.64928
C 4.20358 0.11972 1.48121
C 3.28513 2.45230 1.12091
C 2.75631 0.10998 -1.68492
O 1.58476 -0.36689 -1.28012
H 0.52092 -0.44378 -5.16623
H 1.56947 0.96606 -5.00261
H 0.63152 0.43360 -3.62087
H 3.01107 -0.88682 -4.94486
H 1.50972 -2.22904 -2.66772
H 2.93382 -2.80362 -3.52661
H 1.39433 -2.71222 -4.38006
H 4.75577 0.26395 -4.44009
H 6.20806 1.54070 -2.89111
H 5.44619 1.88116 -0.56078
H 2.24618 0.62527 0.79235
H 5.22191 0.51117 1.42297
H 4.21405 -0.90054 1.09519
H 3.90241 0.06890 2.52563
H 4.30490 2.79478 1.31083
H 2.71820 2.57073 2.04695
H 2.85307 3.11606 0.36937
```

The HOMO energy is -0.2491 Eh. The calculation puts the HOMO-LUMO gap at 6.62 eV. For the max |F|, the calculation gives 0.7 eV/Å. The energy is -3782.6369 Ha.

---

# 5
The following is a DFT calculation (wB97M-V/def2-TZVPD) of 2 unconnected molecules or ions with the total composition C36H42ClF3N3O6PS at a distorted geometry.

```
93
Properties=species:S:1:pos:R:3
C -3.11410 -0.25354 3.99839
C -2.32028 -0.28996 2.81191
C -1.29600 -0.65285 1.57912
C 0.19380 0.05067 1.61407
C 1.23837 -0.25572 0.38924
C 0.90980 -1.25383 -0.91213
C -0.59049 -1.95202 -0.93379
C -0.90770 -2.94262 -2.22038
C -1.08695 -4.51569 -1.69877
C -1.62951 -1.61860 0.29186
C -3.13116 -2.29217 0.20749
C -3.55627 -3.18100 1.51961
C -5.15090 -2.85510 1.81172
C -6.11150 -2.98550 0.47890
N -6.55103 -1.56538 0.09736
C -7.34304 -0.55788 0.94480
C -7.67080 0.90398 0.25046
C -6.93720 0.72780 -1.20958
C -6.31909 -0.79630 -1.20883
N 1.94080 -1.49104 -1.99523
C 3.02979 -2.45176 -1.52645
O 2.73559 -3.04744 -0.21263
C 2.96955 -4.49989 -0.19789
F 2.69214 -4.97170 1.19808
F 2.04577 -5.22172 -1.10297
F 4.41465 -4.77204 -0.44534
C 2.51691 -0.20877 -2.55346
C 2.54266 -0.02375 -4.19895
P 1.83312 -1.44323 -5.26409
O 2.14543 -1.10751 -6.80314
O 0.06756 -1.54071 -5.16684
O 2.45559 -3.00837 -4.81561
C 3.18039 1.39115 -4.78345
C 3.73431 2.58991 -3.76033
Cl 4.40942 4.11230 -4.62277
C 3.70430 2.41299 -2.09872
C 4.24098 3.62461 -1.07782
C 3.11462 4.04435 0.03676
C 2.56771 5.58561 -0.06972
C 2.10103 6.15322 1.42660
C 1.40567 5.01167 2.37579
C 0.62889 5.63336 3.71204
O -0.81264 5.83032 3.41892
C -1.61946 4.73111 4.03613
C -1.78730 3.25380 3.27615
O -2.25814 4.86453 5.22923
C 3.10343 0.98978 -1.54452
S 2.96526 0.56043 0.31326
H -3.63833 0.22521 4.95764
H 0.57440 0.78493 2.46550
H -1.83089 -2.54438 -2.81967
H 0.00440 -2.98480 -2.98803
H -0.70077 -4.54532 -0.59144
H -2.22526 -4.78782 -1.70700
H -0.44643 -5.28072 -2.34378
H -3.26971 -3.00411 -0.73595
H -3.87827 -1.38278 0.00788
H -3.45570 -4.33447 1.25987
H -2.87904 -3.00314 2.46320
H -5.51716 -3.67658 2.59624
H -5.22908 -1.78257 2.32200
H -7.06276 -3.64124 0.72234
H -5.56533 -3.54502 -0.42089
H -7.70312 -0.88784 2.01462
H -8.27485 1.82373 0.67702
H -6.89052 1.55037 -2.07053
H -5.72440 -1.18269 -2.14434
H 3.28696 -3.29285 -2.31441
H 4.01821 -1.80636 -1.41536
H -0.24230 -2.47761 -5.34623
H 1.72278 -3.59349 -4.42221
H 3.22266 1.51169 -5.96888
H 5.29043 3.36989 -0.59939
H 4.41338 4.55882 -1.80055
H 3.52412 3.73096 1.08885
H 2.17086 3.34175 -0.16545
H 1.55494 5.53606 -0.70004
H 3.26581 6.32474 -0.64986
H 1.31627 7.00493 1.25605
H 3.08903 6.49125 1.95902
H 2.25464 4.30705 2.82115
H 0.64761 4.30499 1.82789
H 1.12137 6.66864 3.99692
H 0.70204 4.92700 4.65494
H -1.20750 2.41993 3.89487
H -2.92579 2.97855 3.23891
H -1.35756 3.27850 2.17577
C 6.22560 -3.44574 1.94755
C 7.08406 -2.21654 2.19764
N 7.79626 -1.19690 2.40509
H 5.68405 -3.33654 1.00383
H 6.85694 -4.33695 1.89483
H 5.50397 -3.56805 2.76002
```

The HOMO energy is -0.2863 Eh. The calculation puts the HOMO-LUMO gap at 6.45 eV. For the max |F|, the calculation gives 10.1 eV/Å. As for the structure (SMILES): C#Cc1cc2c(c(CC)c1CCCCn1cccc1)N(COC(F)(F)F)c1c(P(=O)(O)O)cc(Cl)c(CCCCCCOC(C)=O)c1S2.CC#N. The energy is -3510.7550 Ha.

---

Q: The highest max |F| belongs to which entry?
A: C36H42ClF3N3O6PS